{
  "formula": "C5H14O2",
  "method": "ωB97M-V with the def2-TZVPD basis set",
  "fmax_ha_per_bohr": 0.070,
  "e_homo_ha": -0.3734,
  "smiles": "CCCCCO.O",
  "elements": ["C", "C", "C", "C", "C", "O", "H", "H", "H", "H", "H", "H", "H", "H", "H", "H", "H", "H", "O", "H", "H"],
  "xyz": [[0.594, -1.973, -1.334], [-0.366, -1.463, -0.318], [-0.840, 0.063, -0.578], [0.107, 0.903, 0.213], [0.143, 2.397, -0.058], [0.990, 2.607, -1.140], [0.103, -2.884, -1.713], [1.628, -1.867, -1.065], [0.501, -1.414, -2.319], [0.193, -1.524, 0.646], [-1.312, -1.953, -0.381], [-1.753, 0.202, -0.028], [-0.895, 0.309, -1.604], [1.092, 0.567, -0.191], [0.098, 0.642, 1.232], [0.434, 3.051, 0.795], [-0.830, 2.842, -0.085], [0.589, 2.384, -1.926], [-0.591, -1.054, 3.233], [0.018, -1.253, 3.970], [0.095, -0.582, 2.653]],
  "forces_ev_per_angstrom": [[-1.529, 0.551, -3.216], [-0.233, 2.927, 0.030], [0.619, -1.767, 3.007], [2.467, 0.639, -1.854], [-0.165, 0.076, 1.824], [1.693, 1.829, 1.851], [1.595, -0.677, 0.524], [0.400, -0.938, 0.119], [0.182, 0.059, 1.059], [-1.320, -0.075, -0.285], [-0.260, -1.117, 0.601], [-1.158, -0.153, -0.533], [-0.166, 0.172, -1.126], [-0.095, 0.359, 0.770], [-0.364, -0.123, 1.312], [1.078, -0.910, -0.281], [-1.243, -0.036, -1.315], [-1.492, -0.761, -2.623], [2.532, 1.029, -0.664], [-0.749, -0.180, -0.026], [-1.792, -0.904, 0.826]]
}

{
  "formula": "C5H14O2",
  "method": "ωB97M-V with the def2-TZVPD basis set",
  "fmax_ha_per_bohr": 0.033,
  "e_homo_ha": -0.3653,
  "smiles": "C=CCCC.O.O",
  "elements": ["C", "C", "C", "C", "C", "H", "H", "H", "H", "H", "H", "H", "H", "H", "H", "O", "H", "H", "O", "H", "H"],
  "xyz": [[0.333, 0.816, 2.549], [-0.103, -0.009, 1.623], [0.360, -0.013, 0.194], [1.242, 1.098, -0.367], [2.055, 0.675, -1.566], [1.058, 1.610, 2.386], [0.088, 0.832, 3.605], [-0.718, -0.876, 1.842], [0.797, -1.005, 0.073], [-0.477, -0.077, -0.501], [1.899, 1.506, 0.413], [0.582, 1.959, -0.528], [2.483, -0.318, -1.504], [1.408, 0.647, -2.450], [2.854, 1.366, -1.764], [-3.168, -0.276, -0.620], [-2.672, 0.331, -1.189], [-2.587, -0.663, 0.047], [-2.044, -2.768, -0.573], [-1.081, -2.749, -0.465], [-2.310, -2.086, -1.205]],
  "forces_ev_per_angstrom": [[0.487, 0.924, 0.993], [0.316, -0.065, -0.605], [-0.070, -0.366, -0.453], [0.124, 0.310, 1.660], [-0.771, 0.108, -0.796], [-0.137, -0.066, -0.649], [-0.470, -0.660, -0.076], [-0.305, 0.227, 0.351], [0.581, -0.062, -0.154], [-0.488, -0.029, 0.128], [0.141, -0.460, -0.041], [0.119, -0.070, -0.574], [0.094, -0.192, 0.431], [0.134, 0.040, -0.073], [0.321, 0.337, -0.155], [-0.316, 0.221, -0.459], [0.031, -0.195, 0.553], [0.094, 0.288, -0.120], [0.323, -0.272, 0.276], [-0.396, 0.111, -0.337], [0.189, -0.129, 0.098]]
}

{
  "formula": "C5H14O2",
  "method": "ωB97M-V with the def2-TZVPD basis set",
  "fmax_ha_per_bohr": 0.086,
  "e_homo_ha": [-0.4849, -0.4849],
  "multiplicity": 2,
  "total_charge": 1,
  "elements": ["C", "C", "C", "C", "C", "H", "H", "H", "H", "H", "H", "H", "H", "H", "H", "H", "H", "O", "H", "H", "O"],
  "xyz": [[1.373, -0.957, 1.981], [2.275, -0.373, 0.853], [1.475, 0.795, 0.137], [1.542, 0.801, -1.237], [0.993, 1.928, 0.940], [2.039, -1.393, 2.711], [0.855, -0.114, 2.465], [0.616, -1.692, 1.701], [3.233, -0.118, 1.314], [2.572, -0.992, 0.023], [0.786, 1.230, -1.891], [2.124, 0.198, -1.904], [1.742, 2.605, 1.362], [0.321, 2.560, 0.395], [0.405, 1.608, 1.828], [-6.652, -0.420, -2.043], [-5.413, -1.208, -1.884], [-6.368, -1.298, -1.758], [-1.037, -0.981, -0.887], [-1.291, -1.312, -2.451], [-1.593, -0.869, -1.655]],
  "forces_ev_per_angstrom": [[0.230, 0.383, -0.042], [-2.222, 0.779, -0.858], [3.562, -0.368, 2.596], [-1.855, 0.014, -1.974], [-1.550, -0.122, 0.363], [-0.078, -0.280, 0.282], [0.289, -0.559, 0.014], [0.264, 0.091, -0.315], [-0.179, 1.042, -0.036], [-0.158, -0.973, 0.096], [-0.315, 0.699, 0.586], [1.168, -0.540, 0.483], [0.576, -0.415, -0.175], [-0.303, 0.407, -0.613], [0.515, -0.115, -0.427], [-0.411, -0.164, 0.085], [-0.062, -0.397, 0.141], [0.489, 0.567, -0.222], [0.316, -0.664, -0.232], [0.414, -0.320, 0.398], [-0.692, 0.935, -0.149]]
}

{
  "formula": "C5H14O2",
  "method": "ωB97M-V with the def2-TZVPD basis set",
  "fmax_ha_per_bohr": 0.057,
  "e_homo_ha": [-0.5478, -0.5480],
  "multiplicity": 2,
  "total_charge": 1,
  "elements": ["C", "C", "C", "C", "C", "H", "H", "H", "H", "H", "H", "H", "H", "H", "H", "H", "H", "O", "H", "H", "O"],
  "xyz": [[0.073, 0.170, 2.711], [-0.475, 0.198, 1.283], [0.078, -0.873, 0.468], [0.062, -1.001, -0.938], [-0.062, -2.303, -1.589], [-0.318, 1.003, 3.283], [1.169, 0.227, 2.709], [-0.264, -0.729, 3.214], [-0.379, 1.182, 0.810], [-1.549, -0.044, 1.356], [0.766, -1.554, 0.987], [-0.391, -0.126, -1.415], [0.291, -3.107, -0.926], [0.449, -2.331, -2.547], [-1.137, -2.478, -1.745], [-1.958, 2.781, -1.258], [-0.548, 2.183, -1.568], [-1.457, 1.966, -1.327], [1.640, 0.913, -0.868], [2.446, 2.109, -1.442], [1.564, 1.814, -1.195]],
  "forces_ev_per_angstrom": [[0.189, 0.107, -0.163], [0.049, -0.320, 0.650], [2.016, 0.070, -0.249], [-2.776, 0.440, 0.826], [0.910, -0.484, 0.738], [0.008, 0.194, 0.004], [-0.260, -0.045, 0.123], [0.177, -0.225, 0.132], [-0.316, -0.168, -0.358], [-0.256, 0.388, -0.301], [-0.540, -0.305, 0.006], [0.598, 0.035, -0.513], [-0.001, 0.150, -0.356], [-0.119, -0.053, -0.296], [0.034, 0.176, -0.239], [0.087, 0.156, -0.104], [-0.003, 0.444, -0.028], [0.145, -0.625, 0.142], [0.451, 0.162, -0.057], [0.033, -0.076, 0.012], [-0.426, -0.021, 0.028]]
}

{
  "formula": "C5H14O3P",
  "method": "ωB97M-V with the def2-TZVPD basis set",
  "fmax_ha_per_bohr": 0.153,
  "e_homo_ha": -0.0972,
  "total_charge": -1,
  "elements": ["O", "C", "O", "C", "C", "P", "H", "H", "H", "H", "H", "H", "H", "H", "H", "C", "C", "O", "H", "H", "H", "H", "H"],
  "xyz": [[0.998, -0.513, 0.394], [-0.300, -0.206, 0.341], [-1.412, -1.120, 0.042], [-0.979, -2.303, -0.719], [-0.358, -1.978, -2.206], [1.347, -2.777, -2.552], [-0.586, 0.933, 0.543], [-1.964, -2.951, -0.907], [-0.293, -2.971, -0.036], [-1.164, -2.314, -3.020], [-0.224, -0.807, -2.390], [1.800, -1.480, -3.061], [0.808, -3.717, -3.523], [1.546, -3.189, -1.185], [2.715, -3.247, -2.814], [0.323, 3.574, 3.117], [-0.843, 3.579, 2.112], [-0.461, 2.851, 1.075], [1.233, 4.016, 2.691], [0.054, 4.167, 3.999], [0.561, 2.561, 3.464], [-1.078, 4.642, 1.948], [-1.722, 3.249, 2.688]],
  "forces_ev_per_angstrom": [[-7.810, 0.549, -0.800], [4.820, -0.550, 0.305], [3.482, 0.896, -0.548], [-0.831, -1.272, -0.477], [-2.046, 1.087, 0.217], [0.493, 0.786, -0.363], [-0.020, -1.574, 0.046], [2.024, 1.583, 0.661], [-0.929, 1.405, -1.473], [1.703, 0.573, 1.655], [-0.357, -2.478, 0.757], [-0.204, -0.628, 0.177], [0.299, 0.356, 0.523], [-0.387, 0.143, -0.284], [-0.140, -0.334, -0.164], [-0.019, 0.492, 0.898], [1.446, -0.248, 1.026], [-0.622, -0.990, -1.764], [-0.195, -0.133, -0.144], [0.074, 0.150, 0.343], [-0.102, 0.061, -0.245], [-0.053, 0.650, -0.520], [-0.626, -0.523, 0.175]]
}

{
  "formula": "C5H14O7Sr",
  "method": "ωB97M-V with the def2-TZVPD basis set",
  "fmax_ha_per_bohr": 0.068,
  "e_homo_ha": -0.2506,
  "elements": ["Sr", "C", "C", "O", "O", "H", "H", "H", "C", "C", "O", "O", "H", "H", "H", "C", "O", "H", "H", "H", "H", "O", "H", "H", "O", "H", "H"],
  "xyz": [[0.459, -0.484, 1.519], [4.407, -0.639, -4.827], [3.704, -0.787, -3.421], [4.001, -0.056, -2.491], [2.827, -1.701, -3.284], [5.458, -0.928, -4.794], [4.503, 0.437, -4.971], [3.793, -0.844, -5.704], [-5.697, -2.769, -1.283], [-4.519, -2.353, -0.440], [-4.415, -1.112, -0.196], [-3.790, -3.130, 0.132], [-6.617, -2.764, -0.698], [-5.635, -3.668, -1.897], [-5.838, -1.917, -1.948], [0.665, 5.579, 0.272], [0.181, 4.860, 1.331], [1.745, 5.595, 0.417], [0.352, 5.209, -0.704], [0.264, 6.592, 0.306], [-0.249, 5.440, 1.963], [2.458, -3.875, 3.763], [3.274, -4.141, 4.188], [1.795, -3.955, 4.449], [-0.735, 0.505, 5.866], [-1.173, -0.298, 6.147], [-1.217, 1.207, 6.304]],
  "forces_ev_per_angstrom": [[-0.305, -0.317, -0.783], [-0.526, 1.834, 0.867], [-1.270, -2.100, -0.844], [1.205, 1.869, 1.069], [0.193, 0.053, -0.804], [-0.302, -0.768, -0.260], [0.109, 0.445, 0.376], [0.264, -1.222, 0.233], [-0.529, 0.949, -1.004], [-0.628, 1.764, 1.103], [-0.253, 1.027, -0.748], [1.795, -2.960, 0.631], [0.151, -0.306, 0.293], [0.320, -0.131, 0.418], [-0.146, -0.093, -0.345], [0.668, 1.590, -0.732], [-1.366, -1.693, 1.679], [0.182, 0.300, -0.826], [0.212, -0.495, 0.101], [0.295, 0.278, -0.096], [0.021, -0.094, -0.115], [-0.255, 0.413, -0.280], [0.305, -0.089, 0.027], [-0.166, -0.181, 0.210], [0.283, -0.107, -0.420], [-0.145, -0.219, 0.150], [-0.111, 0.256, 0.101]]
}

{
  "formula": "C5H14OSi2",
  "method": "ωB97M-V with the def2-TZVPD basis set",
  "fmax_ha_per_bohr": 0.106,
  "e_homo_ha": -0.3018,
  "elements": ["C", "C", "C", "C", "C", "O", "Si", "Si", "H", "H", "H", "H", "H", "H", "H", "H", "H", "H", "H", "H", "H", "H"],
  "xyz": [[-1.013, 0.246, -1.457], [0.164, -0.668, -1.186], [-2.356, -1.244, 0.626], [1.626, -0.417, 1.735], [2.613, 1.578, -0.424], [-1.024, 1.433, 1.136], [-1.933, 0.596, 0.146], [1.473, 0.045, 0.000], [-0.861, 1.232, -1.941], [-1.633, -0.229, -2.158], [-0.264, -1.513, -0.645], [0.375, -1.113, -2.143], [-1.605, -2.018, 0.961], [-3.262, -1.134, 1.181], [-2.818, -1.682, -0.156], [1.203, -1.319, 2.125], [2.765, -0.586, 1.801], [1.179, 0.378, 2.164], [3.047, 1.838, 0.501], [3.436, 1.270, -1.065], [2.155, 2.455, -0.850], [-3.270, 0.852, -0.352]],
  "forces_ev_per_angstrom": [[-0.114, 2.355, 0.486], [0.667, -0.341, 0.363], [2.044, 1.206, 1.913], [3.662, -3.619, -1.838], [-0.773, -2.069, -0.323], [0.765, -0.333, -0.453], [0.786, -2.141, 0.160], [-2.240, 2.205, -1.631], [0.817, -0.368, 0.206], [-1.043, -0.990, -0.889], [0.180, -0.090, 0.389], [1.310, -0.073, -0.365], [-0.895, 1.028, 0.414], [-0.237, -0.223, 1.782], [-1.106, -1.398, -3.616], [-0.584, -0.516, -0.208], [-1.457, 0.907, 0.706], [-0.926, 3.069, 2.035], [0.529, 0.461, 1.260], [0.032, -0.119, -0.233], [-0.575, 0.023, -0.210], [-0.843, 1.023, 0.052]]
}

{
  "formula": "C5H14S",
  "method": "ωB97M-V with the def2-TZVPD basis set",
  "fmax_ha_per_bohr": 0.042,
  "e_homo_ha": [0.0459, -0.1789],
  "multiplicity": 2,
  "total_charge": -1,
  "elements": ["C", "C", "C", "S", "H", "H", "H", "H", "H", "H", "H", "H", "C", "C", "H", "H", "H", "H", "H", "H"],
  "xyz": [[-1.817, -1.056, -1.704], [-1.351, 0.148, -0.945], [-0.842, -2.566, 0.707], [-1.756, -2.677, -0.867], [-2.848, -1.024, -2.144], [-1.193, -1.020, -2.687], [-0.301, 0.228, -1.233], [-1.584, 0.352, 0.116], [0.238, -2.554, 0.637], [-1.080, -1.703, 1.298], [-1.108, -3.488, 1.193], [-1.742, 1.079, -1.407], [1.397, 2.316, 0.774], [2.439, 1.209, 0.986], [2.000, 3.215, 0.924], [0.925, 2.257, -0.217], [0.511, 2.432, 1.420], [1.975, 0.427, 1.549], [3.313, 1.577, 1.595], [2.825, 0.846, 0.007]],
  "forces_ev_per_angstrom": [[-0.244, -0.542, -2.081], [-0.037, 1.936, -0.542], [0.375, 0.285, -0.675], [0.057, -0.043, -0.161], [0.521, 0.230, 0.892], [-0.656, -0.559, 1.649], [0.327, 0.058, 1.142], [0.377, -0.942, -0.340], [0.348, -0.043, -0.521], [-0.576, 0.357, 0.389], [-0.296, -0.344, 0.446], [-0.196, -0.402, -0.198], [0.214, 0.770, -0.263], [0.318, 0.359, 0.150], [-0.608, 0.548, -0.618], [0.510, 0.241, 0.037], [0.624, -0.665, 0.414], [0.026, -1.005, 0.083], [-0.807, -0.307, -0.593], [-0.277, 0.068, 0.789]]
}